Entry 1:
The following is a DFT calculation (ωB97M-V/def2-TZVPD) of a single C23H17ClN2O5 molecule in a non-equilibrium geometry.

## Properties
SMILES = Cc1cc(C(=O)O)ccc1-c1ccc(/C=C2\NC(=O)N(Cc3ccccc3Cl)C2=O)o1
charge = 0
HOMO-LUMO gap = 7.1407 eV

```
48
C23H17ClN2O5 ωB97M-V/def2-TZVPD
C -3.94190 -1.99327 -0.25841
C -4.94171 -0.90528 -0.02397
C -6.28845 -1.23053 0.00998
C -7.26793 -0.26821 0.22948
C -8.70367 -0.61179 0.26448
O -9.59443 0.18100 0.44811
O -8.94749 -1.91900 0.06988
C -6.89092 1.06012 0.42161
C -5.55945 1.40049 0.39263
C -4.56472 0.43742 0.17264
C -3.18414 0.87800 0.16546
C -2.63654 2.07050 0.60529
C -1.25960 1.99348 0.37190
C -1.02494 0.75703 -0.20519
C 0.13513 0.07951 -0.67571
C 1.41689 0.50098 -0.68340
N 1.97870 1.68331 -0.24988
C 3.33816 1.70604 -0.46297
O 4.08865 2.61326 -0.22533
N 3.65807 0.47920 -1.03031
C 5.00988 0.08639 -1.38382
C 5.59030 -0.85303 -0.35650
C 5.27993 -2.20742 -0.41573
C 5.77247 -3.09490 0.52314
C 6.59295 -2.63743 1.54055
C 6.91327 -1.29469 1.61836
C 6.41028 -0.40793 0.67734
Cl 6.82906 1.26650 0.81667
C 2.54028 -0.30472 -1.21070
O 2.51136 -1.40358 -1.71273
O -2.20055 0.09575 -0.31806
H -4.43444 -2.96210 -0.26848
H -3.43810 -1.84996 -1.21279
H -3.17976 -1.99589 0.51849
H -6.59088 -2.25615 -0.13648
H -9.90334 -2.07864 0.10390
H -7.65662 1.80172 0.58761
H -5.27384 2.43114 0.52769
H -3.15268 2.89204 1.05700
H -0.54250 2.75354 0.60448
H -0.03706 -0.90692 -1.08426
H 1.47813 2.46102 0.14324
H 5.59965 1.00265 -1.45321
H 4.96633 -0.41161 -2.35622
H 4.63162 -2.55658 -1.20493
H 5.51732 -4.14152 0.45928
H 6.98492 -3.32373 2.27581
H 7.55128 -0.92545 2.40571
```

Entry 2:
The following is a DFT calculation (ωB97M-V/def2-TZVPD) of 2 unconnected molecules or ions with the total composition C23H17N2O4S2 in a non-equilibrium geometry.

## Properties
charge = -1
HOMO-LUMO gap = 5.7321 eV

```
48
C23H17N2O4S2 ωB97M-V/def2-TZVPD
C 1.80804 0.66911 -1.29439
C 0.81204 1.62498 -1.45832
N -0.10625 2.35736 -1.56037
C 3.18058 0.96005 -1.50720
C 4.16563 -0.07481 -1.58589
C 5.51161 0.23351 -1.67709
C 5.93568 1.57395 -1.70285
C 7.33937 1.88595 -1.73218
N 8.48374 2.13617 -1.74140
C 4.98195 2.60442 -1.68377
C 3.62962 2.31237 -1.60487
H 1.49315 -0.36912 -1.19751
H 3.83664 -1.11705 -1.57245
H 6.26385 -0.55749 -1.72303
H 5.31903 3.64223 -1.72700
H 2.89410 3.11917 -1.59837
C -5.37308 0.67094 0.51186
C -5.32335 0.53648 1.90171
C -4.12775 0.75732 2.58251
C -2.99661 1.12237 1.86177
S -1.42841 1.34423 2.74227
C -0.39114 0.01875 2.06524
C 0.68896 0.29884 1.31330
S -0.92652 -1.67701 2.34136
C -1.07455 -2.34637 0.67031
C -2.30233 -2.27329 0.01058
C -2.38387 -2.64628 -1.33186
C -1.25487 -3.13805 -1.99151
C -0.04399 -3.26711 -1.30507
C 0.04843 -2.87400 0.03079
O 0.13333 -2.38196 3.02009
O -2.27601 -1.65272 2.85867
O -0.86941 2.59851 2.30513
O -1.66475 1.06172 4.13685
C -3.03958 1.31728 0.48235
C -4.23009 1.05800 -0.19580
H -6.30388 0.47499 -0.02366
H -6.20843 0.25058 2.46955
H -4.06081 0.63414 3.66082
H 1.31314 -0.51849 0.97474
H 0.96212 1.33842 1.17960
H -3.17994 -1.90874 0.54227
H -3.33683 -2.54988 -1.85199
H -1.31862 -3.42567 -3.04196
H 0.83829 -3.67108 -1.80138
H 0.98390 -2.96273 0.58143
H -2.14519 1.64490 -0.05251
H -4.25690 1.16514 -1.28077
```

Entry 3:
The following is a DFT calculation (ωB97M-V/def2-TZVPD) of a molecular structure, C23H18Cl2IrN5O7S3.

## Properties
2S+1 = 2
charge = +1
HOMO-LUMO gap (spin up / spin down) = 6.6505 / 6.2703 eV

```
59
C23H18Cl2IrN5O7S3 ωB97M-V/def2-TZVPD
Ir 0.78129 0.53355 -0.23669
C 1.32685 -0.36042 4.25190
C 1.49299 -0.39749 2.77705
N 1.68071 0.59262 2.01119
N 1.94632 1.88664 2.35904
C 2.47609 2.56531 1.32534
N 2.82607 3.82647 1.46685
S 2.81099 1.74032 -0.16906
C 1.45738 -1.66592 1.99321
C 1.31729 -2.88916 2.60868
C 1.35225 -4.04573 1.83401
C 1.55336 -3.92524 0.47756
C 1.66048 -2.65095 -0.07213
N 1.59978 -1.54724 0.65707
H 1.65977 0.58955 4.66582
H 1.87813 -1.16175 4.73929
H 0.26186 -0.49399 4.46774
H 1.38878 2.35381 3.06616
H 2.78447 4.29976 2.35696
H 3.13966 4.34677 0.66347
H 1.16268 -2.94775 3.67565
H 1.22414 -5.01527 2.29531
H 1.60264 -4.78713 -0.17199
H 1.76214 -2.52144 -1.13904
O -1.87376 0.31535 -1.46487
S -1.33670 -0.92592 -1.94612
O -1.50458 -1.27503 -3.32139
O 0.19368 -0.93391 -1.63104
C -1.92789 -2.28800 -0.96948
C -2.01586 -3.50367 -1.63577
C -2.43961 -4.63995 -0.96348
C -2.77928 -4.55714 0.37642
C -2.67553 -3.34715 1.04682
C -2.24791 -2.20387 0.38471
S -2.06665 -0.74073 1.39771
O -3.08665 0.20195 1.08449
O -1.98049 -1.22277 2.75511
O -0.66499 -0.26045 1.04785
H -1.77777 -3.54165 -2.68925
H -2.51554 -5.57958 -1.49375
H -3.12674 -5.43283 0.90835
H -2.91985 -3.27567 2.09702
Cl -1.44348 4.71096 1.26538
C -1.04959 4.23924 -0.34100
C -1.40639 5.06138 -1.42978
C -1.07885 4.71730 -2.71121
Cl -1.52252 5.74733 -4.02371
C -0.36570 3.51979 -2.97667
C 0.04596 3.05313 -4.24228
C 0.74263 1.87860 -4.33754
C 1.02020 1.12942 -3.18550
N 0.63257 1.54424 -1.99976
C -0.04539 2.72287 -1.87102
C -0.38092 3.06201 -0.55561
O -0.00834 2.22038 0.40953
H -1.94846 5.97633 -1.23586
H -0.19099 3.62884 -5.12629
H 1.07050 1.49503 -5.29197
H 1.52877 0.17885 -3.23340
```

Entry 4:
The following is a DFT calculation (ωB97M-V/def2-TZVPD) of a molecular structure, C23H18ClN7O4PtS.

## Properties
charge = 0
HOMO-LUMO gap = 7.3780 eV

```
55
C23H18ClN7O4PtS ωB97M-V/def2-TZVPD
Pt -0.89541 -0.02686 0.11734
O 1.47950 -2.31641 0.40064
S 2.20235 -1.14680 0.00286
O 3.32562 -0.72292 0.79659
N 1.13123 0.07324 -0.17113
C 1.60237 1.36680 -0.36991
C 2.90215 1.78979 -0.57327
C 3.20796 3.15502 -0.72828
C 2.24944 4.12881 -0.69501
C 0.90250 3.74042 -0.52976
C -0.17079 4.65744 -0.50301
C -1.45301 4.20715 -0.37548
C -1.67714 2.82584 -0.26336
N -0.69660 1.94921 -0.26598
C 0.59673 2.37492 -0.38932
C 2.78670 -1.42296 -1.64752
C 1.85050 -1.74979 -2.62392
C 2.29173 -1.99403 -3.91293
C 3.64644 -1.91536 -4.21782
C 4.56801 -1.59802 -3.23297
C 4.13862 -1.35004 -1.93490
H 3.71426 1.08367 -0.58608
H 4.24586 3.42839 -0.86865
H 2.49689 5.17695 -0.79500
H 0.04165 5.71617 -0.58623
H -2.29693 4.88124 -0.35822
H -2.67953 2.43095 -0.17883
H 0.79975 -1.82621 -2.36623
H 1.57667 -2.25331 -4.68280
H 3.98304 -2.10793 -5.22850
H 5.62244 -1.54455 -3.47069
H 4.83938 -1.11016 -1.14627
N -5.02832 -0.38581 0.32410
C -3.90354 -0.24201 -0.37040
N -2.91192 -0.06606 0.47872
C -3.49500 -0.14090 1.71509
N -4.79188 -0.32620 1.64999
C -2.74357 -0.12673 2.99106
C -3.34773 -0.51027 4.18059
N -2.64067 -0.61464 5.30201
C -1.34296 -0.35256 5.21493
C -0.74584 0.05936 4.02734
N -1.45587 0.18828 2.91811
H -5.95801 -0.55927 -0.01818
H -3.81958 -0.28918 -1.44290
H -4.40435 -0.73786 4.22983
H -0.75446 -0.47036 6.11686
H 0.31113 0.28811 3.96882
Cl -2.93789 -4.65144 0.63335
C -1.23723 -4.24988 0.20673
C -1.18419 -2.83505 -0.34877
O -1.23641 -2.62842 -1.54932
O -1.13329 -1.95077 0.59084
H -0.91882 -4.95956 -0.54869
H -0.65198 -4.33942 1.11453
```